Molecular formula: C5H9NO
Method: DFT, wB97M-V/def2-TZVPD

Geometry as XYZ:
```
16
Properties=species:S:1:pos:R:3:forces:R:3
C -1.1492 -1.2741 2.5047 -2.7 -0.7 -1.9
N -0.9308 -0.7702 1.3506 1.1 -1.1 1.4
O 0.0855 0.1465 1.4840 -0.8 1.1 -1.1
C 0.4219 0.6519 0.1929 3.0 -0.3 0.4
C -0.5262 1.0171 -0.9489 0.0 1.2 0.3
C 0.4229 0.3407 -1.9515 1.5 0.5 1.6
C 1.1746 -0.3920 -0.7672 1.1 0.5 1.0
H -1.9277 -2.0574 2.4628 0.5 0.4 0.4
H -0.9309 -0.7833 3.4141 1.0 0.1 0.9
H 1.1040 1.5097 0.4998 -0.8 -0.9 -0.7
H -0.5312 2.1464 -1.0621 -0.8 -1.4 0.0
H -1.4890 0.5126 -0.8876 -0.1 0.4 0.1
H 0.0375 -0.3612 -2.6238 -0.8 -0.5 -1.4
H 1.0284 1.1487 -2.4019 -0.1 -0.9 -0.2
H 2.3477 -0.3758 -0.7562 -2.2 0.1 0.0
H 0.8624 -1.4596 -0.5094 0.1 1.5 -0.7
```
Positions in Å, forces in eV/Å.

As for the SMILES: C=NOC1CCC1. Its energy is -8864.9425 eV. For the energy relative to the best compared isomer or geometry (same formula, charge and spin), the calculation gives 98.5 kcal per mole. Its largest force on an atom is 0.06609 Eh/bohr. Its LUMO energy is 1.211 eV. For the gap between HOMO and LUMO, the calculation gives 10.5 eV. Its total charge is 0. The highest occupied orbital energy comes out at -9.2 eV.

Results of the Löwdin charge analysis, in e, for atoms 1 through 2: C -0.01; N -0.02